Record 1
C7H9NO3 | wB97M-V/def2-TZVPD

Each line ends with the Mulliken charge.
Atoms and positions in Å:
N1 -0.22646 -1.08032 -2.78377  -0.44
C1 -0.92352 -1.09715 -1.64318  -0.05
O1 -1.66709 -2.04704 -1.33351  -0.62
C2 -0.64567 -0.10473 -0.64115  0.35
C3 0.70259 0.12636 -0.40549  0.70
O2 1.47650 0.43536 -1.48109  -0.57
C4 1.37096 0.29427 0.97560  -0.79
C5 0.31240 0.16573 2.01168  -0.81
C6 -1.02315 1.03763 1.52786  -0.80
C7 -1.64297 0.33667 0.31173  0.49
O3 -2.84865 0.33650 0.25069  -0.60
H1 0.75533 -0.78056 -2.79187  0.28
H2 -0.42006 -1.92966 -3.27036  0.28
H3 2.43590 0.57112 -1.42444  0.34
H4 2.23073 -0.26613 1.20905  0.47
H5 1.91319 1.25285 0.79749  0.38
H6 -0.02884 -0.87113 2.13095  0.36
H7 0.60182 0.43701 3.05062  0.36
H8 -0.60653 2.01822 1.22804  0.30
H9 -1.76649 1.16498 2.28113  0.38

Results
Structure (SMILES)   NC(=O)C1=C(O)CCCC1=O
E   -15035.9558 eV
LUMO energy   -0.13 eV
Energy above the lowest of the compared OMol25 structures with the same formula, charge and spin   115.3 kJ/mol
Multiplicity   1
Total charge   0

---

Record 2
C16H13IrN2O6 | wB97M-V/def2-TZVPD

Each line ends with the Mulliken charge.
Atoms and positions in Å:
O1 5.06593 2.79747 -2.97284  -0.13
C1 4.08028 2.46446 -2.51022  0.13
Ir1 -0.32057 1.03903 -0.60792  0.52
O2 1.07083 -1.52903 0.39568  -0.37
C2 0.51699 -0.56905 0.05290  0.38
C3 -3.32078 0.09279 1.08398  0.17
O3 -4.06135 0.02136 1.95637  -0.17
C4 -1.51675 0.84084 -2.05723  0.44
O4 -2.26304 0.69176 -2.93962  -0.23
C5 -0.18413 2.75423 0.24457  0.46
O5 -0.10106 3.81172 0.72568  -0.22
H1 0.78774 1.35890 -1.47854  -0.03
C6 0.08092 -5.15409 4.23685  -0.74
N1 -0.32936 -3.82570 3.82379  0.14
N2 -0.75130 -3.59583 2.57281  0.60
C7 -1.19576 -2.27276 2.45998  0.52
O6 -1.66740 -1.81736 1.39591  -0.47
C8 -0.96868 -1.71689 3.77934  -0.89
C9 -0.46108 -2.70797 4.57483  0.97
C10 -0.07730 -2.68945 6.00716  -1.63
C11 -0.63521 -4.56416 1.52507  -0.47
C12 -1.75940 -5.28786 1.14084  0.17
C13 -1.61460 -6.30656 0.19919  -0.55
C14 -0.35946 -6.57311 -0.36546  -0.55
C15 0.75525 -5.81375 0.01439  -0.71
C16 0.61387 -4.80599 0.96439  0.35
H2 0.29156 -5.09018 5.30603  0.39
H3 0.98903 -5.46999 3.70463  0.34
H4 -0.71401 -5.89331 4.06034  0.32
H5 -1.15827 -0.70225 4.05762  0.48
H6 -0.76142 -3.30358 6.62055  0.41
H7 0.95965 -3.03812 6.16668  0.43
H8 -0.15369 -1.64931 6.35155  0.37
H9 -2.71631 -5.06333 1.61314  0.53
H10 -2.48656 -6.89116 -0.09724  0.49
H11 -0.25340 -7.36514 -1.11685  0.48
H12 1.73132 -6.00682 -0.42331  0.50
H13 1.46842 -4.21405 1.28754  0.58

Results
E   -34869.8426 eV
LUMO energy (alpha / beta)   -10.17 / -14.64 eV
Energy above the lowest of the compared OMol25 structures with the same formula, charge and spin   0.0 kJ/mol
Multiplicity   6
Total charge   +3

---

Record 3
C28H34Cl3GeN6O11PSTi | wB97M-V/def2-TZVPD

Each line ends with the Mulliken charge.
Atoms and positions in Å:
Ti1 0.09832 -0.33073 -0.27983  0.83
O1 1.03236 -2.07963 -0.05127  -0.25
N1 1.22447 -3.07570 -0.92910  0.46
C1 0.12660 -3.63995 -1.48889  -0.10
C2 0.22707 -4.66418 -2.37575  -0.99
C3 1.52637 -5.12431 -2.68648  -0.21
C4 2.61236 -4.55918 -2.09694  -0.76
C5 2.52118 -3.48480 -1.14231  0.33
S1 3.83642 -2.78788 -0.40104  -0.40
H1 -0.80827 -3.20611 -1.17188  0.42
H2 -0.66591 -5.09086 -2.80499  0.45
H3 1.65731 -5.93161 -3.39688  0.36
H4 3.61679 -4.88937 -2.31895  0.43
N2 -2.11113 0.44649 3.77878  -0.32
N3 -0.80712 0.57484 3.62191  0.28
H5 -2.35462 -0.29795 4.43740  0.25
H6 -2.56650 0.27428 2.88294  0.17
H7 -0.27472 0.54749 4.48460  0.25
H8 -0.42814 1.32248 2.92246  0.07
Cl1 -0.46345 -4.28568 1.86182  -0.39
Ge1 -0.22998 -2.21801 2.60988  0.47
Cl2 -1.88238 -1.20057 0.97528  -0.64
Cl3 -1.85499 -2.59699 4.34130  -0.54
O2 -1.70488 0.79508 -3.28840  -0.78
C6 -0.90116 -0.12286 -3.16133  0.55
O3 -0.67704 -0.79092 -2.07808  -0.69
C7 -0.06725 -0.56290 -4.34190  -0.42
C8 -0.45406 -0.17568 -5.61665  -0.51
C9 0.28646 -0.53941 -6.74638  -1.07
C10 1.41535 -1.28684 -6.52227  0.94
O4 2.30831 -1.76200 -7.44701  -0.52
C11 3.34724 -2.39763 -6.69309  -0.32
O5 2.96514 -2.40027 -5.32509  -0.51
C12 1.80572 -1.66924 -5.25146  0.60
C13 1.08563 -1.33703 -4.13581  -0.37
H9 -1.34694 0.42520 -5.72038  0.47
H10 -0.01161 -0.25157 -7.74476  0.45
H11 4.27487 -1.83102 -6.81420  0.27
H12 3.45975 -3.42493 -7.04218  0.27
H13 1.39298 -1.64293 -3.14666  0.71
C14 -3.57019 1.30870 -0.92965  -1.18
P1 -2.09878 2.29763 -0.66699  1.32
C15 -2.46563 3.14794 0.88359  -1.10
C16 -2.03572 3.61761 -1.88027  -1.33
O6 -0.76906 1.61127 -0.53586  -0.52
H14 -4.41120 1.99894 -1.02666  0.49
H15 -3.72918 0.67131 -0.06085  0.27
H16 -3.47559 0.70131 -1.82532  0.22
H17 -3.26515 3.87998 0.75860  0.46
H18 -1.55399 3.63309 1.23371  0.25
H19 -2.76627 2.42156 1.63932  0.22
H20 -3.04112 3.95618 -2.13254  0.41
H21 -1.54428 3.25084 -2.77958  0.26
H22 -1.47706 4.44978 -1.45109  0.36
O7 0.44843 2.34339 2.21237  -0.97
C17 1.30706 1.61048 1.64686  0.90
O8 0.92577 0.40295 1.28983  -0.32
C18 2.66310 2.01268 1.40248  0.12
C19 3.64548 1.13076 0.89712  -0.75
C20 4.89782 1.58602 0.58180  -0.05
C21 5.21837 2.95604 0.75696  -0.49
C22 4.26250 3.83773 1.32051  -0.62
C23 3.01883 3.36566 1.63032  -0.58
N4 6.45250 3.44566 0.35819  1.06
O9 7.28670 2.65241 -0.15530  -0.74
O10 6.69625 4.67269 0.49042  -0.78
H23 3.40706 0.08564 0.73846  0.51
H24 5.64989 0.91958 0.18599  0.58
H25 4.54144 4.86818 1.48039  0.48
H26 2.27232 4.03000 2.04673  0.45
N5 1.78645 0.42279 -1.45486  0.90
C24 2.42144 1.20366 -2.02035  -0.80
N6 3.19179 2.02427 -2.67607  0.57
C25 4.40358 1.56085 -3.36293  -0.51
C26 5.51823 2.55426 -3.09565  -0.23
O11 5.10114 3.86556 -3.46491  -0.47
C27 4.02542 4.29261 -2.64816  -0.23
C28 2.80531 3.41937 -2.89224  -0.36
H27 4.19171 1.51225 -4.43655  0.28
H28 4.65790 0.56636 -2.99863  0.41
H29 6.39138 2.31565 -3.70034  0.41
H30 5.80669 2.53304 -2.04311  -0.07
H31 3.80765 5.32460 -2.92322  0.39
H32 4.31447 4.25248 -1.59100  0.00
H33 2.46143 3.53746 -3.92554  0.29
H34 1.99058 3.66358 -2.21114  0.27

Results
E   -198378.8552 eV
LUMO energy (alpha / beta)   1.90 / 0.02 eV
Energy above the lowest of the compared OMol25 structures with the same formula, charge and spin   97.5 kJ/mol
Multiplicity   4
Total charge   -1